1.
Molecular formula: C30H23N5O3Pr
Method: DFT, wB97M-V/def2-TZVPD

ORCA input file:
```
! wB97M-V def2-TZVPD RIJCOSX def2/J DEFGRID3
* xyz -1 3
Pr 0.38750 0.18219 -0.02892
C 2.81083 -0.10467 -3.95252
C 4.10609 -0.13112 -3.46157
C 4.31174 -0.07145 -2.08196
C 3.23534 0.01406 -1.19430
N 1.95604 0.03879 -1.70633
C 1.77782 -0.01964 -3.03936
N 3.65879 0.06472 0.17724
C 3.01973 0.14499 1.30584
N 1.72128 0.20522 1.50144
C 1.34894 0.28140 2.75981
N 0.14248 0.35181 3.23744
C -1.15890 0.37283 2.62981
C -2.18662 0.45907 3.57329
C -3.52581 0.49202 3.18027
C -3.83454 0.43792 1.83070
C -2.78747 0.35317 0.93373
N -1.49066 0.32026 1.29326
C 2.58025 0.27181 3.54426
C 2.79896 0.32994 4.90476
C 4.12965 0.29934 5.33856
C 5.19378 0.21244 4.41252
C 4.94656 0.15464 3.03572
C 3.62802 0.18627 2.63243
H 2.60829 -0.14876 -5.01483
H 4.95413 -0.19712 -4.13393
H 5.31799 -0.09083 -1.67679
H 0.74051 0.00539 -3.35607
H -1.92316 0.50034 4.62508
H -4.30887 0.55916 3.92735
H -4.85964 0.46087 1.48431
H -2.95891 0.30741 -0.13652
H 1.96372 0.39609 5.58976
H 4.34592 0.34310 6.40224
H 6.21838 0.19015 4.77275
H 5.74033 0.08779 2.30309
C -0.91508 2.82590 -0.44790
C -0.78312 2.31990 -1.74648
C 0.57753 2.33864 -2.07417
C 1.28440 2.85766 -0.98328
C 0.35961 3.16256 0.02077
H -1.83674 2.93296 0.09823
H -1.58405 1.97085 -2.37982
H 1.00450 2.01783 -3.01060
H 2.35459 2.97604 -0.92136
H 0.58302 3.59398 0.98402
O -3.02866 0.04770 -2.75289
C -3.63260 -1.18278 -2.68972
C -4.74566 -1.38010 -3.50567
C -5.40786 -2.60678 -3.49114
C -4.95368 -3.63047 -2.66083
C -3.83694 -3.42606 -1.84524
C -3.15542 -2.19674 -1.84511
C -1.95035 -1.98384 -0.96102
O -1.57106 -2.94507 -0.22378
O -1.40734 -0.83052 -1.03501
H -2.26857 -0.00640 -2.10889
H -5.08819 -0.57483 -4.14690
H -6.27447 -2.76244 -4.12527
H -5.46301 -4.58899 -2.64273
H -3.48301 -4.22649 -1.19704
H 0.61360 -1.96211 0.07927
*
```

The calculation puts the total energy at -59145.452 eV. The value obtained for the HOMO energy (alpha / beta) is -3.44 / -3.39 eV. As for the HOMO-LUMO gap (alpha / beta): 5.0 / 4.9 eV.


2.
Molecular formula: C44H89GeO6PS2Si5TaTe
Method: DFT, wB97M-V/def2-TZVPD

ORCA input file:
```
! wB97M-V def2-TZVPD RIJCOSX def2/J DEFGRID3
* xyz 0 2
Ta 0.08396 -0.04526 -0.05884
C 0.00611 -1.63171 -3.63610
C -0.43116 -2.62393 -2.55350
C 0.28316 -3.96714 -2.75802
C -1.94702 -2.80490 -2.67997
O -0.13500 -2.15382 -1.22875
Ge 1.87871 -2.00323 -0.50503
O 1.05736 -1.32370 1.42184
C 1.19395 -2.24382 2.51200
C 0.37105 -1.76451 3.71633
C 2.67325 -2.32916 2.91050
C 0.68782 -3.64764 2.12958
O 2.06899 -0.43816 -1.46253
C 3.38920 -0.13089 -1.90467
C 4.28520 0.07520 -0.68156
C 3.29804 1.13414 -2.75238
C 3.98414 -1.25699 -2.75783
H -0.19075 -2.06175 -4.61528
H -0.55742 -0.69792 -3.57765
H 1.06573 -1.39523 -3.57210
H -0.06229 -4.43291 -3.67751
H 1.36415 -3.81774 -2.82463
H 0.07353 -4.63391 -1.92084
H -2.18411 -3.11754 -3.69420
H -2.31434 -3.54187 -1.97233
H -2.43902 -1.85269 -2.48497
H 0.65395 -0.75221 3.98804
H -0.69709 -1.80045 3.48846
H 0.56726 -2.41553 4.56336
H 3.06831 -1.33687 3.12800
H 2.77173 -2.94346 3.80117
H 3.26010 -2.78019 2.10537
H -0.35805 -3.60309 1.80846
H 1.29451 -4.08982 1.33378
H 0.74852 -4.28566 3.00803
H 3.82861 0.79372 -0.00327
H 4.42738 -0.87036 -0.14327
H 5.25772 0.44944 -0.98642
H 2.72576 1.90051 -2.23002
H 4.29332 1.50710 -2.97629
H 2.77437 0.92729 -3.68501
H 4.15891 -2.16080 -2.16604
H 3.33008 -1.50800 -3.59095
H 4.93456 -0.91722 -3.16065
C -5.11795 -2.94367 -1.17631
Si -4.33891 -3.36994 0.53078
C -2.91475 -4.66636 0.38562
C -5.77182 -4.36017 1.39092
Si -4.01227 -1.51198 2.03713
Te -2.12478 -0.94174 0.74928
Si -6.12439 -0.22222 1.78006
C -7.82368 -1.13549 1.99058
C -6.17756 1.24800 3.03683
C -6.02481 0.46241 -0.02040
Si -4.38808 -2.39280 4.22893
C -3.35846 -4.03371 4.41523
C -3.69469 -1.18196 5.58241
C -6.14344 -2.85300 4.94370
H -5.07372 -3.76544 -1.88133
H -4.59801 -2.09774 -1.60519
H -6.15890 -2.66847 -1.06173
H -3.03833 -5.33148 -0.45844
H -2.84576 -5.27519 1.27724
H -1.97426 -4.13875 0.27220
H -6.19735 -5.11563 0.74182
H -6.55384 -3.67375 1.68428
H -5.43506 -4.84745 2.29409
H -7.82038 -1.73616 2.88835
H -8.02063 -1.79289 1.15370
H -8.65113 -0.43760 2.05987
H -6.29378 0.87949 4.04732
H -6.97836 1.95264 2.84342
H -5.24160 1.78980 2.99250
H -6.55784 -0.16625 -0.72298
H -4.96869 0.43935 -0.29308
H -6.38608 1.47488 -0.14811
H -2.49284 -3.96346 3.76932
H -3.92633 -4.89777 4.10119
H -3.01519 -4.21867 5.42456
H -2.79172 -0.71138 5.21563
H -3.45588 -1.67394 6.51761
H -4.40307 -0.39402 5.80128
H -6.67238 -3.52452 4.28376
H -6.74870 -1.96698 5.07312
H -6.06138 -3.33528 5.91133
C -1.19529 0.76792 1.56263
H -0.86778 0.73236 2.60364
H -1.79261 1.66557 1.38345
C -0.81129 5.08573 -2.58545
C -2.23515 4.72257 -2.98850
C -3.13338 4.56910 -1.76131
O -2.27524 3.55991 -3.76823
P -1.59099 2.13302 -3.20585
S 0.31217 2.07019 -3.74442
S -1.69840 0.50963 -1.27412
O -2.29207 1.14178 -4.28406
C -3.67949 0.98827 -4.55526
C -4.50628 0.92737 -3.28066
C -4.18351 2.06071 -5.51439
H -0.78978 6.02969 -2.04425
H -0.17660 5.15669 -3.46710
H -0.40868 4.30189 -1.94415
H -2.63581 5.50998 -3.64525
H -2.82343 3.68071 -1.20991
H -4.17085 4.44066 -2.05913
H -3.05454 5.43655 -1.11201
H -3.72150 0.01298 -5.06330
H -4.46660 1.88180 -2.76125
H -4.11470 0.16629 -2.60939
H -5.54231 0.69731 -3.51363
H -4.23725 3.02772 -5.02652
H -5.17286 1.79484 -5.87939
H -3.50317 2.14214 -6.35631
C 4.31175 3.55065 -0.22788
C 2.98433 3.94041 0.41523
C 3.32212 4.84024 1.60098
C 2.18468 4.75405 -0.60012
Si 1.86457 2.53001 1.09388
O 1.18955 1.50810 0.09890
C 2.68292 1.63568 2.57963
C 4.04434 1.37130 2.66758
C 4.61413 0.84950 3.81662
C 3.83044 0.58986 4.92801
C 2.47054 0.84637 4.86898
C 1.91263 1.35352 3.70622
C 0.49489 3.57067 1.95522
C -0.67281 3.91371 1.28054
C -1.61317 4.76591 1.83469
C -1.39098 5.32137 3.08140
C -0.23194 5.00707 3.77009
C 0.69211 4.14397 3.21157
H 4.82354 4.44554 -0.58948
H 4.18196 2.89477 -1.08088
H 4.97892 3.07427 0.48838
H 4.02292 5.61943 1.29631
H 3.78774 4.27389 2.40753
H 2.43567 5.33268 1.99124
H 2.74439 5.63235 -0.92654
H 1.24738 5.10143 -0.16703
H 1.95536 4.16516 -1.48794
H 4.69636 1.58549 1.83319
H 5.67642 0.64943 3.84384
H 4.27705 0.19317 5.82994
H 1.84277 0.65177 5.72718
H 0.85143 1.56051 3.68515
H -0.84670 3.50207 0.29058
H -2.51991 4.99075 1.29213
H -2.12016 5.99225 3.51240
H -0.04665 5.43162 4.74768
H 1.58941 3.91276 3.77068
*
```

The calculation puts the total energy at -195070.105 eV. The value obtained for the HOMO energy (alpha / beta) is -6.49 / -6.62 eV. As for the HOMO-LUMO gap (alpha / beta): 5.3 / 5.1 eV.


3.
Molecular formula: C3H14N2O3
Method: DFT, wB97M-V/def2-TZVPD

ORCA input file:
```
! wB97M-V def2-TZVPD RIJCOSX def2/J DEFGRID3
* xyz 0 1
C 0.93867 0.27306 -1.25230
N -0.33457 0.13084 -0.48122
C -1.41322 -0.22434 -1.33831
O -2.69802 -0.37128 -0.76466
C 2.03280 -0.27535 -0.31134
N 2.27830 0.59141 0.84839
H 0.82628 -0.44943 -2.08701
H 0.95656 1.28049 -1.68972
H -0.53570 1.14669 -0.14421
H -1.17969 -1.18499 -1.75881
H -1.72041 0.47835 -2.19479
H -2.61263 -0.86152 0.07812
H 2.93543 -0.36898 -0.96264
H 1.62600 -1.21615 0.05067
H 1.46615 0.81947 1.41463
H 2.66406 1.48522 0.58281
H -0.85139 -2.63273 1.04576
H -0.66077 -1.07285 0.78180
O -1.04359 -1.75280 1.37320
H -0.96457 2.03730 2.69721
H -0.83715 0.63428 2.23225
O -0.87255 1.53330 1.88015
*
```

As for the SMILES: NCCNCO.O.O. The calculation puts the total energy at -12459.993 eV. The value obtained for the HOMO energy is -9.16 eV. As for the HOMO-LUMO gap: 9.8 eV.


4.
Molecular formula: C41H44IrN3O3P2Si
Method: DFT, wB97M-V/def2-TZVPD

ORCA input file:
```
! wB97M-V def2-TZVPD RIJCOSX def2/J DEFGRID3
* xyz 3 2
Ir -0.29565 -0.16771 -0.65498
N 1.71212 -1.02735 1.25636
P 0.32556 -0.18699 1.62335
C 0.81226 1.47564 2.06206
C -0.19665 2.42581 2.21890
C 0.11606 3.70511 2.64901
C 1.43919 4.03680 2.92200
C 2.44049 3.08055 2.80230
C 2.13409 1.79491 2.37397
C -0.29343 -0.87606 3.14501
C 0.64256 -1.26965 4.09721
C 0.18593 -1.70567 5.33301
C -1.17566 -1.74441 5.60865
C -2.10124 -1.34940 4.65224
C -1.66154 -0.90986 3.41085
P 1.96741 -0.76470 -0.36680
C 2.59715 -2.28562 -1.02467
C 3.55090 -2.24057 -2.04653
C 4.00975 -3.42572 -2.60236
C 3.51349 -4.64387 -2.15364
C 2.56312 -4.68896 -1.14080
C 2.09435 -3.51221 -0.58189
C 3.27738 0.44542 -0.44272
C 3.08086 1.70415 -0.99910
C 4.09678 2.65131 -0.93423
C 5.29208 2.33858 -0.30587
C 5.48702 1.07545 0.25468
C 4.48378 0.12295 0.18612
H 2.16261 -1.73987 1.81413
H -1.23310 2.15931 2.04000
H -0.66887 4.43970 2.77761
H 1.68922 5.04093 3.24368
H 3.46342 3.32808 3.06110
H 2.91935 1.05064 2.29878
H 1.70904 -1.21318 3.90907
H 0.90181 -2.00513 6.08793
H -1.51532 -2.07991 6.58046
H -3.16126 -1.38421 4.87288
H -2.37833 -0.59974 2.65605
H 3.95370 -1.29186 -2.38098
H 4.76778 -3.40067 -3.37514
H 3.87376 -5.56562 -2.59446
H 2.19556 -5.64360 -0.78400
H 1.35309 -3.54486 0.20500
H 2.13988 1.94371 -1.47976
H 3.95536 3.63167 -1.37279
H 6.08220 3.07761 -0.25061
H 6.42332 0.83481 0.74172
H 4.64641 -0.86178 0.61237
C -1.01502 -3.36891 -1.64551
Si -1.89422 -3.03369 -0.05122
C -3.40376 -4.07660 0.06348
C -0.87597 -3.49740 1.41160
N -2.10878 -1.18886 -0.08981
C -3.23814 -0.52786 -0.28349
C -4.54481 -1.15836 -0.30933
C -5.64449 -0.47822 -0.70622
C -5.52686 0.87403 -1.12456
C -4.31883 1.55165 -1.03555
C -3.22029 0.89486 -0.54440
O -2.03246 1.46300 -0.32994
C -1.84018 2.88457 -0.35414
C -2.75592 3.75141 0.19901
C -2.46592 5.11224 0.17602
C -1.28038 5.57560 -0.37998
C -0.35903 4.67070 -0.88845
C -0.63807 3.31150 -0.86819
H -0.45298 -4.30556 -1.59050
H -0.31582 -2.57996 -1.93184
H -1.74314 -3.45873 -2.45945
H -3.04154 -5.10887 0.12888
H -4.06629 -4.01592 -0.80316
H -3.98379 -3.88029 0.97015
H -0.47841 -4.50321 1.23620
H -1.49479 -3.53760 2.31283
H -0.03192 -2.83894 1.62491
H -4.62603 -2.19688 -0.03891
H -6.60433 -0.97639 -0.74279
H -6.39514 1.39570 -1.51199
H -4.24493 2.57835 -1.36194
H -3.66248 3.39482 0.67369
H -3.17401 5.80822 0.60768
H -1.07052 6.63798 -0.40128
H 0.57696 5.02350 -1.30246
H 0.07293 2.58826 -1.24689
N 0.40381 1.12614 -5.64914
C -0.70834 0.44389 -4.89676
C -0.32041 0.38973 -3.43150
O -1.14832 -0.19495 -2.65784
O 0.75331 0.91474 -3.10202
H 0.88075 0.50121 -6.29894
H 1.06934 1.41477 -4.92153
H 0.08897 1.94306 -6.17149
H -0.86512 -0.56251 -5.27464
H -1.63235 1.00586 -5.00376
*
```

The calculation puts the total energy at -83115.759 eV. The value obtained for the HOMO energy (alpha / beta) is -15.78 / -16.00 eV. As for the HOMO-LUMO gap (alpha / beta): 5.6 / 5.7 eV.


5.
Molecular formula: C7H10N10O2Pd
Method: DFT, wB97M-V/def2-TZVPD

ORCA input file:
```
! wB97M-V def2-TZVPD RIJCOSX def2/J DEFGRID3
* xyz 0 1
Pd -0.17464 -0.67823 -0.81073
N 3.99869 -1.03825 -0.67069
C 3.03235 -1.45635 -1.51337
N 1.93476 -1.67863 -0.84208
C 2.27544 -1.35234 0.44325
N 3.52250 -0.95837 0.58031
C 1.29150 -1.31754 1.52761
C 1.64422 -0.97547 2.82901
N 0.73701 -0.79185 3.78171
C -0.53105 -0.98654 3.43436
C -0.88944 -1.40956 2.16392
N 0.01372 -1.57239 1.19578
H 4.93083 -0.72730 -0.87540
H 3.16238 -1.58962 -2.57414
H 2.68509 -0.84413 3.09691
H -1.27447 -0.80548 4.20226
H -1.91340 -1.66725 1.92441
N -2.64205 -0.54057 -1.62716
N -3.01055 0.79541 -1.59392
C -2.05555 1.74909 -1.39754
N -2.45917 2.98079 -1.05921
N -0.80807 1.39232 -1.59377
N 0.20282 2.27804 -1.37297
O 1.30755 1.81930 -1.17313
O -0.00670 3.49894 -1.47426
H -2.82847 -0.96000 -2.52413
H -3.04945 -1.07582 -0.87791
H -3.95369 1.03559 -1.33915
H -3.40838 3.19135 -0.81341
H -1.73379 3.68487 -1.04656
*
```

The calculation puts the total energy at -29891.595 eV. The value obtained for the HOMO energy is -5.62 eV. As for the HOMO-LUMO gap: 6.0 eV.


6.
Molecular formula: C3H4N2O
Method: DFT, wB97M-V/def2-TZVPD

ORCA input file:
```
! wB97M-V def2-TZVPD RIJCOSX def2/J DEFGRID3
* xyz 0 1
O -2.80257 0.05840 0.04626
C -1.84695 0.00216 -0.60345
N 0.34523 0.92310 1.26839
C 1.05440 0.05565 0.64517
C 0.93059 -0.60601 -0.60141
N -0.82743 -0.17917 -1.29483
H 0.82917 1.25419 2.10400
H 2.07012 -0.29875 0.94798
H 0.87549 -1.69715 -0.48111
H -0.62806 0.48758 -2.03100
*
```

The calculation puts the total energy at -8199.515 eV. The value obtained for the HOMO energy is -8.26 eV. As for the HOMO-LUMO gap: 8.4 eV.


7.
Molecular formula: C2H6N3O2
Method: DFT, wB97M-V/def2-TZVPD

ORCA input file:
```
! wB97M-V def2-TZVPD RIJCOSX def2/J DEFGRID3
* xyz -1 1
C -1.47830 0.64887 -2.12839
C 1.28577 0.14482 2.07679
N 2.14387 -1.70144 0.79808
N -0.40087 0.40189 -1.13989
N -0.41751 -0.41201 -0.27401
O -1.36548 -1.26147 -0.09617
O 1.69227 -1.34728 1.92574
H -1.44362 1.73709 -2.16844
H -2.41414 0.05512 -1.80631
H -1.23222 0.39260 -3.22055
H 2.22862 0.76401 2.31319
H 0.51848 0.24781 2.72331
H 0.88314 0.32999 0.99668
*
```

The calculation puts the total energy at -10729.646 eV. The value obtained for the HOMO energy (alpha / beta) is -2.54 / -2.56 eV. As for the HOMO-LUMO gap (alpha / beta): 6.5 / 6.7 eV.


8.
Molecular formula: C3H2O3Yb
Method: DFT, wB97M-V/def2-TZVPD

ORCA input file:
```
! wB97M-V def2-TZVPD RIJCOSX def2/J DEFGRID3
* xyz 2 3
O 1.60288 -1.00458 0.09064
C 0.46028 -1.61850 -0.03163
C -0.68171 -0.89282 0.07559
O -0.63060 0.58866 0.05184
Yb 1.57621 1.12963 0.13305
H 0.42588 -2.69679 -0.21762
C -1.82305 -0.25760 -0.37500
O -3.04339 -0.11197 0.07300
H -3.43871 -0.93363 0.40469
*
```

The calculation puts the total energy at -40792.442 eV. The value obtained for the HOMO energy (alpha / beta) is -17.71 / -18.70 eV. As for the HOMO-LUMO gap (alpha / beta): 8.3 / 6.7 eV.